Entry 1:
H30O15 | wB97M-V/def2-TZVPD

```
45
Properties=species:S:1:pos:R:3:forces:R:3:mulliken_charge:R:1
H 0.72570 0.15661 -0.27219 -0.35 -0.15 0.32 0.343
H -0.56394 -0.56294 0.14671 0.15 0.14 0.11 0.226
H 2.30884 -2.59262 -0.52488 -0.30 -0.44 0.36 0.289
H 1.46101 -3.31484 0.48930 -2.33 -0.89 -0.04 0.199
H -1.05272 -3.59663 -0.40709 -0.31 0.51 0.82 0.246
H -0.47917 -4.34679 -1.48610 0.09 2.09 -0.20 0.310
H -2.31290 0.69458 2.52848 -0.26 0.31 0.38 0.325
H -1.50400 0.87732 3.77734 0.50 -0.28 0.39 0.289
H -0.62887 0.08770 -2.64528 0.70 2.42 -0.53 0.306
H 0.45725 0.73124 -3.52765 -0.05 0.59 0.40 0.283
H 4.29703 -1.42203 0.88181 0.11 0.77 0.70 0.315
H 4.95499 -2.62561 0.21467 -1.73 0.70 0.77 0.234
H 1.55747 0.42794 3.81133 -1.30 0.02 -1.38 0.291
H 0.33605 1.28504 3.46348 0.37 -0.18 -0.39 0.286
H -3.99057 0.11970 0.69068 0.52 0.15 -0.06 0.297
H -5.18186 0.06035 1.55993 1.65 0.77 0.63 0.298
H 2.30785 -0.79294 -0.62816 0.82 0.52 0.27 0.313
H 3.84392 -0.94291 -0.76465 -0.55 0.10 -0.09 0.389
H 3.18576 3.10467 -3.45547 -1.31 -0.14 -0.28 0.298
H 2.42516 2.50418 -2.30973 -1.12 0.67 -2.37 0.325
H -4.28990 -0.96114 -2.03326 -0.78 0.91 -0.11 0.282
H -4.25953 -2.48534 -1.54527 1.20 2.34 -1.21 0.284
H -0.68741 4.38321 0.82457 -0.95 -0.50 -1.48 0.307
H -1.77403 4.70304 -0.30131 0.81 -0.59 0.55 0.298
H 3.93826 2.04227 1.17512 2.41 -1.98 -3.20 0.278
H 3.76705 3.35260 1.90344 0.22 0.09 -0.15 0.297
H -2.51323 1.27505 -1.55034 0.27 0.25 0.90 0.301
H -2.69587 1.33262 -3.01616 0.89 -1.63 1.12 0.300
H -1.73903 -2.18047 0.71310 -0.08 0.10 -0.09 0.210
H -2.08689 -1.66366 2.09323 0.20 0.06 -0.07 0.279
O 0.39091 -0.59677 0.24802 0.82 1.02 -1.16 -0.501
O 2.21200 -2.77669 0.41799 -2.55 -0.82 -0.46 -0.527
O -0.60454 -3.37599 -1.21942 0.31 -2.83 -0.70 -0.568
O -2.34641 1.11321 3.40518 -0.13 -0.07 -0.49 -0.618
O -0.24523 0.99934 -2.90438 0.95 -2.77 -0.37 -0.593
O 4.04275 -2.25702 0.50050 7.52 -0.66 -0.68 -0.515
O 0.80599 0.49423 3.14554 1.01 0.33 1.84 -0.555
O -4.22701 0.37985 1.59128 -2.25 -1.10 -0.91 -0.608
O 3.14030 -0.27954 -0.73922 -0.66 0.50 -0.71 -0.696
O 2.24276 2.85768 -3.26386 2.41 -0.62 2.61 -0.617
O -3.71930 -1.70246 -1.94047 -0.43 -3.48 1.44 -0.553
O -1.13567 4.02131 0.00721 0.09 1.04 0.91 -0.592
O 3.44914 2.45718 1.79719 -2.67 1.88 3.34 -0.572
O -2.43994 0.67717 -2.28787 -2.70 1.41 -1.40 -0.640
O -1.37221 -1.66171 1.43669 -1.20 -0.56 0.66 -0.541
```
Forces are in eV/Å.

Summary:
**E_LUMO**: 0.04 eV
**HOMO level**: -9.5098 eV
**Energy**: -31194.814 eV
**Spin multiplicity**: 1
**ΔE to the lowest compared entry with this formula, charge and spin**: 6.852 eV

Entry 2:
H30O15 | wB97M-V/def2-TZVPD

```
45
Properties=species:S:1:pos:R:3:forces:R:3:mulliken_charge:R:1
O 2.70060 1.38284 -1.21191 -0.99 0.74 -0.83 -0.749
H 3.46760 1.87984 -0.97591 0.99 0.36 0.16 0.300
H 2.90260 0.45284 -1.12891 0.38 -1.23 0.22 0.328
O -1.81840 2.10284 0.99309 0.19 -2.68 -1.78 -0.536
H -2.00440 2.18584 0.04509 0.21 -0.23 0.37 0.101
H -1.98340 2.95184 1.27109 -0.43 3.21 1.62 0.272
O 3.31560 -1.29316 -1.01691 2.56 2.43 -0.45 -0.665
H 2.59760 -1.86116 -0.98791 -2.59 -2.26 0.32 0.306
H 3.71160 -1.33116 -1.89491 -0.05 -0.36 0.13 0.310
O 0.69660 -1.14916 3.12309 0.12 -0.13 0.58 -0.701
H 0.71860 -0.77216 2.25309 0.81 0.04 -1.29 0.132
H -0.12040 -0.71416 3.35809 -0.60 -0.22 0.84 0.371
O -2.36040 -2.45516 0.03109 -0.15 -0.95 -2.15 -0.688
H -2.48840 -1.51316 -0.01891 -0.27 0.56 0.66 0.397
H -1.98140 -2.65116 0.86009 0.66 0.02 1.58 0.282
O 0.68560 3.01884 -0.59091 -0.97 0.54 0.13 -0.589
H 1.30960 2.36084 -0.89991 0.46 -0.68 -0.09 0.326
H 1.20760 3.81884 -0.54591 0.05 0.33 0.03 0.289
O -3.62140 -0.07916 0.39409 -0.27 0.56 -2.17 -0.630
H -3.39840 0.49984 1.10009 0.21 0.43 1.18 0.340
H -3.26740 0.42184 -0.38491 -0.65 -0.97 0.82 0.380
O 0.98860 -2.91716 -0.03691 1.36 -1.08 0.05 -0.614
H 0.67360 -3.78716 -0.30491 0.07 -0.08 0.08 0.321
H 0.30660 -2.34616 -0.32891 -1.30 0.91 -0.02 0.150
O 0.64260 2.96884 2.55409 -0.04 -0.87 0.50 -0.600
H 0.27860 2.99684 1.67509 0.01 0.02 -0.71 0.284
H 0.74660 3.85684 2.85709 0.09 0.89 0.18 0.257
O 0.26660 -0.93716 -2.00391 0.69 -0.38 -0.38 -0.616
H -0.63340 -0.68016 -2.17391 -0.96 0.54 -0.34 0.339
H 0.83560 -0.47716 -2.61891 0.11 0.21 -0.34 0.227
O 0.06360 -0.22716 0.39309 -0.14 0.02 0.10 1.099
H -0.37940 0.62184 0.39609 0.11 0.31 0.11 -0.159
H 0.22860 -0.44116 -0.54891 0.07 0.38 0.77 0.060
O -2.20340 0.55684 -1.88391 -0.78 -0.57 -1.08 -0.724
H -1.99740 1.47684 -1.80091 0.59 0.97 -0.17 0.314
H -2.84640 0.54384 -2.62591 0.43 -0.22 0.55 0.269
O -0.12040 -3.38716 -3.09891 -1.09 0.18 0.17 -0.656
H 0.78060 -3.63016 -3.24591 0.85 -0.16 -0.03 0.287
H -0.11240 -2.64216 -2.47091 0.29 -0.59 -0.46 0.349
O 2.72460 0.57484 1.48809 -0.52 3.33 0.57 -0.641
H 2.98160 -0.30816 1.48709 0.58 -2.25 -0.69 0.258
H 2.62360 0.99884 0.61809 0.00 -1.13 0.71 0.411
O -1.93840 -0.40616 2.58409 -0.76 -0.36 1.12 -0.634
H -1.64640 0.34084 2.08409 0.56 0.71 -0.63 0.129
H -2.53340 -0.00616 3.23409 0.11 -0.29 0.03 0.310
```
Forces are in eV/Å.

Summary:
**E_LUMO**: -0.72 eV
**HOMO level**: -9.2239 eV
**Energy**: -31199.100 eV
**Spin multiplicity**: 1
**ΔE to the lowest compared entry with this formula, charge and spin**: 2.565 eV

Entry 3:
H30O15 | wB97M-V/def2-TZVPD

```
45
Properties=species:S:1:pos:R:3:forces:R:3:mulliken_charge:R:1
O 18.40456 -1.66410 -17.69478 0.88 0.12 0.32 -0.676
H 17.49431 -1.62538 -17.93691 -0.87 -0.36 -0.54 0.118
H 18.84168 -2.42028 -18.09144 -0.24 -0.11 -0.45 0.273
O 21.31483 1.81995 -16.73922 0.37 1.51 0.16 -0.734
H 22.15786 1.72468 -16.26983 -0.55 -0.35 -0.38 0.267
H 20.95388 0.96880 -16.94729 0.24 -1.22 0.24 0.390
O 20.04777 0.29092 -19.75886 -0.28 -1.37 -0.49 -0.698
H 20.64293 0.55682 -20.45408 0.22 0.45 -0.22 0.286
H 19.72379 1.06726 -19.31660 0.17 1.15 0.25 0.274
O 16.26265 -0.86306 -19.53263 0.36 0.85 -0.77 -0.617
H 16.06017 -0.66751 -20.47461 0.58 -0.17 0.33 0.239
H 15.66555 -1.54899 -19.30750 -0.99 -1.30 0.29 0.316
O 17.55507 3.40821 -16.60279 0.12 0.27 0.09 -0.783
H 17.77180 2.56845 -17.02466 0.42 -0.26 0.50 0.036
H 16.70280 3.59337 -17.00593 -0.28 0.33 0.21 0.470
O 15.78425 3.97692 -18.52983 -1.44 1.63 0.56 -0.740
H 15.80067 3.12368 -18.88518 -0.27 -2.30 -0.49 0.268
H 16.60552 4.33214 -18.80998 1.25 0.86 -0.28 0.347
O 18.12686 1.11759 -17.80639 -0.37 0.86 -0.93 1.004
H 18.31963 0.20656 -17.92523 0.67 -1.76 0.49 -0.015
H 17.82190 1.32527 -18.70820 -0.09 0.31 0.55 -0.069
O 16.18912 0.38864 -15.60841 0.07 -0.11 0.89 -0.798
H 15.94144 1.13456 -15.04090 -0.02 -0.16 -0.32 0.350
H 16.01289 0.68032 -16.51304 -0.13 0.33 0.01 0.399
O 19.74618 -1.57209 -15.44406 2.10 0.68 2.64 -0.757
H 19.52181 -0.67854 -15.08702 0.00 -0.63 -0.78 0.480
H 19.18253 -1.77207 -16.14218 -1.96 -0.17 -1.40 0.439
O 18.73240 0.87361 -14.62288 -0.30 -0.28 0.00 -0.731
H 18.67175 0.37689 -13.80383 0.04 0.12 0.44 0.327
H 17.86777 0.66497 -15.04470 0.31 0.23 -0.14 0.438
O 20.23633 3.04391 -18.99178 -0.59 0.11 -0.50 -0.714
H 19.48768 3.54188 -18.63059 0.35 -0.15 0.22 0.314
H 20.64626 2.60901 -18.22421 0.23 0.27 0.42 0.416
O 17.00327 -0.05111 -22.14793 -0.22 -0.61 0.01 -0.669
H 17.25828 0.61225 -21.50152 0.27 -0.03 0.17 0.446
H 16.44494 0.38772 -22.78569 -0.17 0.17 -0.39 0.316
O 17.22204 1.90115 -20.19986 -0.28 0.55 -1.31 -0.757
H 17.89193 2.25414 -20.80044 0.62 0.22 0.41 0.279
H 16.41927 2.13849 -20.68496 -0.33 0.01 0.45 0.322
O 15.07122 0.98108 -17.96513 3.05 2.15 -0.10 -0.682
H 14.20752 0.73146 -17.89168 -3.61 -1.08 0.34 0.288
H 15.55189 0.30801 -18.43921 0.33 -0.63 -0.74 0.322
O 21.38953 -0.93944 -17.73052 2.15 -0.77 1.55 -0.697
H 20.58786 -1.16896 -17.30630 -1.05 -0.49 1.20 0.248
H 21.12619 -0.53474 -18.51278 -0.77 1.11 -2.51 0.468
```
Forces are in eV/Å.

Summary:
**E_LUMO**: -0.77 eV
**HOMO level**: -10.1852 eV
**Energy**: -31199.964 eV
**Spin multiplicity**: 1
**ΔE to the lowest compared entry with this formula, charge and spin**: 1.701 eV

Entry 4:
H30O15 | wB97M-V/def2-TZVPD

```
45
Properties=species:S:1:pos:R:3:forces:R:3:mulliken_charge:R:1
O 2.83844 -2.16824 -0.81073 2.22 0.92 0.10 -0.635
H 1.95644 -2.21824 -1.08273 -2.09 -0.41 -0.78 0.256
H 2.89944 -2.63324 0.02227 -0.04 -0.51 0.08 0.420
O 1.08944 0.23476 -3.01273 1.83 -1.09 1.03 -0.630
H 0.62144 0.17976 -2.17673 -0.02 -0.80 0.51 0.093
H 0.61144 0.87676 -3.45573 -1.43 1.85 -1.85 0.357
O -4.08856 0.56476 -0.58773 -1.16 0.05 1.20 -0.644
H -3.18656 0.83376 -0.69873 0.98 -0.02 -0.24 0.339
H -4.23156 0.78176 0.35827 -0.07 -0.14 -0.91 0.309
O 0.26744 -0.49224 -0.55173 -0.04 -0.13 -0.63 0.425
H -0.36156 0.14976 -0.23373 -1.25 0.27 0.09 0.088
H 0.88644 -0.48124 0.16027 1.38 -0.02 0.76 0.119
O -0.31156 3.32876 -1.45773 0.48 -0.77 0.37 -0.681
H -0.06156 4.15876 -1.03873 -0.12 0.08 -0.10 0.295
H 0.43644 2.70876 -1.25573 -0.55 0.62 -0.41 0.448
O 0.31944 -3.28724 0.14327 2.32 -1.14 0.87 -0.672
H -0.54256 -3.50424 -0.09673 -2.39 -0.67 -0.78 0.315
H 0.28544 -2.35424 0.16927 -0.22 1.64 -0.14 0.113
O -1.53956 1.47376 0.53127 0.25 -0.05 0.19 -0.515
H -1.11456 1.33576 1.40027 -0.05 0.37 -0.61 0.240
H -1.06056 2.16676 0.04727 -0.25 0.21 0.32 0.228
O -0.68256 -0.48324 2.69127 -0.27 0.78 0.41 -0.603
H -1.29956 -0.08624 3.32527 0.28 -0.25 -0.04 0.275
H 0.00444 -0.91424 3.19327 0.12 -0.43 0.29 0.241
O 0.63244 2.43676 2.16527 -0.35 -0.09 -1.41 -0.638
H 1.36744 2.67976 2.73327 0.23 0.17 -0.49 0.278
H 0.88044 2.37376 1.18527 0.14 -0.05 2.37 0.363
O 1.78544 1.96176 -0.33273 1.66 2.21 0.17 -0.597
H 2.27044 2.83376 -0.22173 -0.84 -1.16 -0.08 0.286
H 2.43144 1.51376 -0.89173 -0.30 -0.92 -0.45 0.253
O 2.09344 -0.14024 1.78327 2.08 0.31 -1.87 -0.635
H 1.71244 0.17776 2.56327 -1.23 0.89 1.79 0.234
H 2.75844 0.56176 1.55927 -0.87 -1.11 0.02 0.233
O -1.95456 -2.15924 -2.42173 2.06 -0.84 -0.81 -0.612
H -2.85056 -2.36124 -2.36473 -2.36 -0.60 0.23 0.283
H -1.84756 -1.36624 -1.92073 0.24 0.83 0.58 0.317
O 3.26944 -2.65624 1.74427 0.64 -0.61 2.00 -0.692
H 2.87244 -1.78724 1.77327 -0.30 0.66 -0.24 0.414
H 3.46944 -2.80724 2.69827 -0.10 -0.24 -1.21 0.316
O -1.88956 0.44976 -2.67473 0.16 0.80 0.22 -0.487
H -2.57056 0.47376 -3.36173 0.21 0.12 0.26 0.232
H -1.70256 1.36076 -2.39573 -0.34 -0.15 -0.40 0.215
O -2.03656 -1.40624 0.59927 1.06 0.01 0.77 -0.474
H -2.93956 -1.23224 0.83127 -0.73 0.13 0.03 0.237
H -1.48756 -1.07824 1.36727 -0.98 -0.72 -1.20 0.291
```
Forces are in eV/Å.

Summary:
**E_LUMO**: -0.93 eV
**HOMO level**: -9.8483 eV
**Energy**: -31199.256 eV
**Spin multiplicity**: 1
**ΔE to the lowest compared entry with this formula, charge and spin**: 2.410 eV

Entry 5:
H30O15 | wB97M-V/def2-TZVPD

```
45
Properties=species:S:1:pos:R:3:forces:R:3:mulliken_charge:R:1
O -3.48533 0.99300 -2.21471 2.05 -0.07 0.82 -0.584
H -2.87633 0.24600 -1.98371 -0.72 1.07 -0.25 0.343
H -4.23033 0.57900 -2.58571 -1.59 -0.71 -0.71 0.276
O 0.89467 3.07200 -1.54671 -1.79 -0.80 0.32 -0.688
H 0.81167 2.15500 -1.85971 0.14 0.37 0.09 0.331
H 1.72067 3.33100 -1.88471 1.81 0.62 -0.62 0.300
O 1.28267 2.51500 1.09429 -0.70 -1.20 0.69 -0.499
H 0.92667 2.54700 0.20329 -0.17 0.22 -0.51 0.214
H 1.90067 3.21400 1.10129 1.03 1.29 -0.01 0.223
O -1.91633 2.39500 -0.09671 -0.85 -0.15 -0.08 -0.694
H -1.20633 1.76700 -0.15771 0.96 0.06 0.22 -0.058
H -2.62633 1.75600 -0.25871 -0.49 0.60 -0.04 0.381
O -1.75633 -2.91700 0.79829 0.65 0.22 -1.18 -0.701
H -1.93933 -3.25800 -0.08771 -0.15 -0.06 0.44 0.241
H -2.46333 -3.18300 1.36429 -0.74 -0.60 0.68 0.289
O 0.74067 -2.48100 -1.33171 1.11 0.52 0.42 -0.538
H -0.06633 -2.95400 -1.45371 -0.61 -0.49 -0.28 0.248
H 1.21367 -2.44400 -2.16771 -0.13 -0.10 -0.23 0.281
O -0.20933 0.28900 -0.15471 0.81 -1.14 -0.41 0.884
H -0.72633 -0.46900 -0.45871 -0.78 0.19 0.01 0.079
H 0.59167 -0.17700 0.16329 -0.33 0.69 0.81 0.004
O 1.19367 0.32900 -2.46971 -0.30 -0.48 0.57 -0.793
H 0.45367 0.63400 -3.00771 -0.02 -0.03 -0.04 0.338
H 0.79767 0.15600 -1.56471 0.11 0.60 -1.28 0.151
O -1.74833 -1.19500 -2.09471 -1.84 -0.52 1.80 -0.632
H -2.44633 -1.87400 -2.21571 1.04 0.64 -0.57 0.257
H -1.04533 -1.19700 -2.71171 0.78 -0.50 -1.35 0.259
O 2.12267 0.88100 3.10229 1.03 -1.37 1.25 -0.546
H 1.92067 1.31900 2.30629 -1.26 0.73 -2.25 0.229
H 2.55367 1.60500 3.52829 0.54 0.46 1.18 0.313
O -0.55433 0.39400 2.70129 0.07 -0.41 1.29 -0.704
H -0.63233 0.50400 1.77429 -0.36 0.55 -1.40 0.392
H 0.24267 -0.16200 2.76129 -0.60 0.25 0.47 0.328
O -3.04333 -0.38300 0.65729 -0.69 0.47 -1.46 -0.534
H -2.81333 -1.28900 0.76229 0.52 -1.01 0.08 0.293
H -2.98933 -0.03500 1.52629 0.21 0.83 1.39 0.302
O 2.07167 -0.78200 0.56829 0.84 -0.54 0.80 -0.666
H 2.66667 -1.35400 1.08729 -0.12 0.59 -0.04 0.325
H 2.02667 -1.22600 -0.27071 0.02 -0.65 -0.90 0.169
O 3.89767 1.11300 -0.02971 0.24 0.36 1.08 -0.649
H 4.20967 1.60100 0.77129 -0.47 -0.69 -1.03 0.324
H 3.16367 0.54000 0.29029 0.65 0.77 -0.18 0.463
O 0.36967 -2.17300 2.41429 -0.06 -0.55 -0.12 -0.673
H -0.20833 -2.31700 1.65129 -0.25 -0.03 0.37 0.408
H 1.20967 -2.06500 1.98029 0.41 0.02 0.15 0.315
```
Forces are in eV/Å.

Summary:
**E_LUMO**: -1.10 eV
**HOMO level**: -9.4308 eV
**Energy**: -31198.934 eV
**Spin multiplicity**: 1
**ΔE to the lowest compared entry with this formula, charge and spin**: 2.732 eV

Q: Look up the HOMO level of the fourth one.
A: -9.8483 eV